Here is a 10-piece molecular cluster, C34H93N7O13 overall in a non-equilibrium geometry from OMol25. Energies are from wB97M-V/def2-TZVPD.

Structure (XYZ):
```
147
Properties=species:S:1:pos:R:3:forces:R:3:mulliken_charge:R:1
C -7.9999 1.8378 -1.2017 -0.25 0.74 0.97 -1.47
C -6.9054 0.8044 -1.0622 -0.39 -1.38 -0.39 0.06
C -5.5107 1.2605 -0.5295 1.34 -1.75 0.56 -0.51
O -4.5550 0.0962 -0.3489 -1.87 0.51 -0.42 -0.35
C -3.3099 0.2898 0.4111 -1.78 0.27 -0.66 -0.32
N -7.4111 -0.3237 -0.1333 0.52 0.73 0.38 -0.25
H -6.8395 -1.1332 -0.3284 0.21 -0.49 0.12 0.35
H -7.3008 -0.0943 0.8441 0.18 0.17 0.57 0.36
H -8.3904 -0.5360 -0.2596 -0.46 -0.13 -0.38 0.39
H -8.9394 1.5159 -1.6510 0.30 -0.69 -0.28 0.44
H -7.7016 2.7011 -1.7965 0.27 0.02 0.29 0.33
H -8.3077 2.1335 -0.1987 0.16 0.67 0.06 0.42
H -7.0044 0.1994 -1.9635 1.41 0.46 -0.62 0.33
H -5.6410 1.6763 0.4696 -0.22 0.38 0.01 0.50
H -5.0050 1.9900 -1.1621 -0.33 0.18 -0.15 0.25
H -2.7974 1.1305 -0.0565 0.60 -0.14 0.25 0.09
H -2.8189 -0.6809 0.3413 0.25 0.34 -0.25 -0.27
H -3.5317 0.4718 1.4627 0.00 0.24 0.08 0.59
C -1.6711 3.8823 3.4318 -1.70 0.81 -0.12 -1.45
C -2.5065 4.1022 2.1155 0.81 0.13 1.16 0.89
C -3.4955 5.2995 2.0794 0.76 -1.95 -0.34 -0.92
O -4.2697 5.0780 0.8976 1.15 0.32 1.25 -0.20
C -4.6965 6.2985 0.3407 -1.55 -0.28 -0.61 -0.76
N -1.5521 4.1653 0.9650 0.14 -1.11 0.94 0.43
H -0.9850 4.9821 0.7878 -0.15 1.07 0.01 0.51
H -0.8759 3.4457 1.1774 1.06 -0.95 0.01 -0.44
H -1.9626 3.8091 0.1137 -0.68 0.10 -1.50 -0.19
H -0.9699 3.0490 3.4766 0.13 0.17 -0.74 0.36
H -2.4228 3.6388 4.1826 -0.04 0.10 0.25 0.44
H -1.2265 4.8255 3.7495 0.29 -0.12 -0.02 0.38
H -3.0494 3.1748 1.9335 -0.22 0.15 -0.08 -0.24
H -2.9314 6.2306 2.0253 -0.07 0.12 0.05 0.50
H -4.0881 5.2632 2.9935 -0.20 0.20 0.01 0.30
H -5.7423 6.4430 0.6119 -0.15 0.29 0.18 0.28
H -4.7122 6.1205 -0.7346 0.40 0.62 -0.08 0.23
H -4.1468 7.1719 0.6917 0.27 -0.12 -0.41 0.33
C 2.9044 0.3486 4.1421 -1.29 -0.67 0.54 -1.03
C 4.0371 0.5076 3.1400 0.77 -0.18 -0.32 1.26
C 5.2308 1.4412 3.5493 -1.53 -1.68 0.19 -1.04
O 5.8337 0.8225 4.6620 -0.59 -0.40 -0.50 -0.35
C 7.0540 1.4168 5.0756 -1.10 0.37 -0.24 -0.78
N 4.6336 -0.8147 2.6187 -0.43 1.22 0.57 0.34
H 3.9335 -1.5279 2.4726 -0.53 -0.95 0.77 0.10
H 4.9621 -0.6195 1.6838 0.67 0.68 -1.57 0.05
H 5.4528 -1.1297 3.1185 -0.12 -0.30 0.75 0.45
H 2.0088 -0.0542 3.6690 0.16 -0.20 -0.60 0.01
H 2.4625 1.2651 4.5333 0.77 0.55 -0.20 0.40
H 2.9635 -0.3073 5.0106 1.07 -0.02 -0.05 0.30
H 3.5648 0.8784 2.2303 0.18 0.46 -0.01 -0.37
H 4.7127 2.3682 3.7950 0.44 0.51 0.18 0.45
H 5.9275 1.5494 2.7181 0.06 0.17 -0.15 0.56
H 6.8225 2.4785 5.1621 0.57 0.27 0.38 0.32
H 7.8005 1.2771 4.2937 0.41 -0.14 0.34 0.30
H 7.2454 0.9666 6.0497 0.56 0.18 -0.28 0.25
C 0.7237 -3.3897 -1.1986 0.17 0.27 -1.04 -0.07
C 1.9029 -4.3609 -1.5264 -0.35 1.83 1.86 0.50
C 2.5523 -4.2863 -2.9206 0.69 0.89 1.16 -1.21
O 3.1327 -2.9847 -3.2075 -1.85 -0.94 1.01 0.04
C 3.7293 -2.9207 -4.4836 0.25 -0.01 -0.11 -0.91
N 2.9809 -4.1004 -0.3925 -0.75 -1.26 -2.32 0.40
H 3.6541 -4.8499 -0.3213 0.08 -0.60 0.01 0.49
H 3.5755 -3.3277 -0.6560 0.62 1.68 -0.07 0.12
H 2.5420 -4.0036 0.5120 -0.65 0.25 1.17 -0.04
H -0.0858 -3.5414 -1.9126 0.06 -0.35 -0.33 0.75
H 0.9821 -2.3390 -1.3311 0.40 -0.06 0.17 -0.30
H 0.2313 -3.5394 -0.2378 0.73 -0.19 0.13 -0.34
H 1.4569 -5.3352 -1.3270 0.63 -0.34 -0.28 0.08
H 1.7808 -4.6130 -3.6179 0.19 0.10 -0.42 0.50
H 3.3692 -5.0032 -2.8371 0.11 -0.35 -0.68 0.46
H 4.6012 -3.5741 -4.4515 0.01 -0.11 -0.65 0.33
H 4.0556 -1.9053 -4.7083 0.08 0.04 0.54 0.24
H 3.0112 -3.1354 -5.2751 0.04 -0.57 -0.08 0.34
C -1.5554 -8.6607 0.7954 -0.67 1.18 0.41 -1.40
C -1.1162 -7.1276 0.7637 2.15 -1.12 -1.34 0.48
C -2.0716 -5.9562 0.6917 -1.71 -0.10 -0.82 -0.90
O -1.4658 -4.6649 0.5943 -0.40 0.07 1.52 0.00
C -2.3412 -3.5705 1.0582 0.38 -1.17 -0.75 -0.58
N -0.0388 -6.8217 1.7798 -0.39 -1.56 0.67 0.06
H 0.8266 -7.2576 1.4948 0.51 0.27 -0.40 0.42
H 0.0970 -5.8288 1.9051 0.74 1.68 0.00 -0.11
H -0.1505 -7.2433 2.6907 -0.74 -0.01 0.63 0.43
H -2.4179 -8.8278 0.1502 -0.05 0.31 -0.03 0.37
H -1.8522 -9.0115 1.7838 -0.04 0.26 0.15 0.38
H -0.8114 -9.3685 0.4301 0.43 0.52 0.00 0.41
H -0.4497 -7.0955 -0.0982 -0.53 0.26 -0.66 -0.01
H -2.8230 -6.1510 1.4570 0.05 0.93 0.82 0.50
H -2.6850 -5.9939 -0.2086 0.05 -0.86 -0.32 0.45
H -2.7285 -3.8023 2.0504 0.13 0.20 0.04 0.49
H -3.1658 -3.4496 0.3557 -0.26 -0.26 -0.05 0.50
H -1.8056 -2.6221 1.0158 0.47 -0.38 0.31 -0.39
C 1.3989 4.8161 -1.1031 0.57 1.35 -1.41 -2.30
C 2.5193 4.2988 -0.2848 0.58 -1.71 1.29 0.95
C 3.5571 3.4455 -1.1427 0.03 2.64 -0.25 -0.52
O 4.3488 4.3697 -1.9485 -2.25 0.15 1.69 -0.42
C 4.7969 3.9613 -3.2124 1.62 -0.11 0.21 -0.74
N 3.1341 5.4666 0.4968 0.80 0.30 -1.38 -0.36
H 3.8829 5.2443 1.1371 -0.12 -0.68 0.81 0.36
H 3.6252 6.1214 -0.0949 0.23 0.20 -1.21 0.40
H 2.4292 6.0638 0.9048 -0.59 -0.17 0.75 0.43
H 0.6979 5.5523 -0.7097 -0.03 -0.30 0.72 0.69
H 0.8330 4.0653 -1.6545 0.12 -0.19 0.22 -0.04
H 1.9755 5.4176 -1.8058 -0.43 0.15 -0.93 0.53
H 2.1901 3.6632 0.5372 -0.19 -0.36 -0.05 -0.11
H 2.9306 2.8486 -1.8056 0.12 -0.42 0.30 0.09
H 4.2351 2.8984 -0.4876 -0.16 -0.46 -0.15 0.63
H 5.5786 4.7080 -3.3522 0.41 -0.51 -0.54 0.30
H 4.1888 4.0094 -4.1157 -0.99 0.07 0.48 0.27
H 5.1966 2.9556 -3.0822 0.34 -0.04 -0.50 0.31
C -1.0563 -1.0494 -3.7213 0.56 0.75 -0.69 -1.61
C -1.6476 0.4080 -3.8471 0.32 -0.33 0.23 0.15
C -3.1134 0.6841 -3.5432 -0.91 -1.12 -0.43 -0.38
O -3.5804 1.8392 -4.2487 -0.16 -0.71 0.77 -0.28
C -5.0459 1.9870 -4.3545 2.10 0.21 -0.21 -0.53
N -0.8346 1.3565 -2.9962 0.15 -0.53 -1.31 -0.16
H -0.9239 1.2330 -1.9977 -0.20 0.18 1.34 -0.13
H 0.1610 1.2861 -3.1513 0.66 -0.34 -0.25 0.37
H -1.0618 2.2925 -3.2999 -0.46 0.96 0.45 0.48
H -0.9055 -1.5287 -2.7540 -1.11 0.35 0.36 0.22
H -0.0070 -1.0497 -4.0162 0.26 0.65 -0.37 0.53
H -1.4557 -1.7407 -4.4635 -0.62 0.10 0.30 0.58
H -1.5780 0.8063 -4.8593 0.60 -0.43 -0.19 0.35
H -3.2787 0.6422 -2.4667 -0.16 0.76 0.32 -0.01
H -3.6694 -0.1897 -3.8830 -0.10 -0.25 -0.36 0.45
H -5.4936 1.8355 -3.3723 -0.18 0.21 -0.12 0.01
H -5.4645 1.3253 -5.1128 0.09 -0.28 0.15 0.32
H -5.0926 3.0076 -4.7344 -0.59 -0.05 0.36 0.27
C 1.1530 -0.3756 0.6976 1.04 1.75 -0.16 2.10
C 0.6680 1.0820 0.7404 -1.62 0.11 1.90 0.42
O 0.7081 1.7762 1.7836 1.28 -0.10 0.44 -0.88
O -0.0635 1.4647 -0.1955 -0.54 0.07 -2.72 -0.34
H 1.5929 -0.6489 1.6568 -0.89 -0.56 0.16 -1.16
H 2.0346 -0.4014 0.0571 -0.14 -0.18 -0.59 -0.82
H 0.3022 -0.8795 0.2391 0.40 -0.66 0.51 -0.11
C 4.0054 -0.2194 -2.0276 -0.28 -0.06 1.05 0.36
C 4.7536 -0.7377 -0.7538 1.49 2.34 -0.24 0.55
O 4.9656 -1.9477 -0.6180 -0.87 -1.08 0.27 -0.81
O 5.2030 0.1810 0.0370 -1.23 -1.15 -0.49 -0.81
H 4.5147 -0.3591 -2.9811 0.24 -0.27 0.28 0.43
H 3.7961 0.8426 -1.8999 0.05 -0.11 -0.03 -0.63
H 3.0650 -0.7703 -2.0452 -0.12 0.02 -0.35 -0.19
C 0.3454 -3.0062 3.7631 0.13 -0.79 -1.08 -0.86
C 1.5363 -3.3975 2.8320 1.59 -0.79 1.92 0.41
O 2.7072 -2.9663 3.0404 -1.70 0.52 -0.51 -0.80
O 1.2964 -4.3064 1.9859 -0.54 -0.47 -1.11 -0.77
H -0.0133 -2.0655 3.3454 -0.04 0.41 0.86 0.05
H 0.5118 -3.1204 4.8343 0.65 1.03 -0.12 0.39
H -0.4705 -3.7181 3.6380 -0.06 -0.13 -0.58 0.23
```
Positions in Å, forces in eV/Å.

As for the expectation value of S²: 0.751. As for the spin multiplicity: 2. For the orbital gap (alpha / beta), the calculation gives 0.0838 / 0.2734 Eh. As for the HOMO energy (alpha / beta): -0.312 / -0.504 Ha. The value obtained for the electronic energy is -2711.49797 Ha. As for the largest force on an atom: 2.82 eV/Å. As for the total charge: +3.